{
  "formula": "C28H24ClFeN3O5PS",
  "method": "ωB97M-V with the def2-TZVPD basis set",
  "species": ["Fe", "O", "N", "C", "C", "C", "C", "C", "C", "C", "P", "C", "C", "C", "C", "C", "C", "C", "C", "C", "C", "C", "C", "H", "H", "H", "H", "H", "H", "H", "H", "H", "H", "H", "H", "H", "H", "H", "H", "O", "Cl", "O", "O", "O", "S", "C", "C", "N", "C", "H", "H", "H", "N", "C", "C", "C", "C", "C", "C", "H", "H", "H", "H", "H"],
  "positions_angstrom": [[0.860, 1.702, 0.840], [-0.272, 4.180, -0.714], [-0.764, 2.991, -0.245], [-2.019, 2.941, -0.382], [-2.898, 1.802, -0.039], [-4.259, 2.137, -0.001], [-5.224, 1.189, 0.275], [-4.824, -0.128, 0.485], [-3.478, -0.456, 0.438], [-2.466, 0.489, 0.203], [-0.527, -0.279, 0.114], [-1.130, -1.078, -1.442], [-1.344, -2.449, -1.570], [-1.697, -3.004, -2.799], [-1.821, -2.200, -3.925], [-1.617, -0.829, -3.810], [-1.287, -0.276, -2.578], [-0.841, -1.188, 1.687], [-0.511, -2.533, 1.834], [-0.784, -3.210, 3.021], [-1.348, -2.532, 4.095], [-1.620, -1.172, 3.981], [-1.380, -0.511, 2.784], [0.596, 4.201, -0.229], [-2.498, 3.827, -0.797], [-4.553, 3.168, -0.188], [-6.269, 1.469, 0.326], [-5.564, -0.898, 0.686], [-3.203, -1.497, 0.598], [-1.242, -3.098, -0.706], [-1.874, -4.072, -2.874], [-2.070, -2.638, -4.886], [-1.714, -0.191, -4.681], [-1.165, 0.800, -2.491], [-0.013, -3.048, 1.020], [-0.547, -4.266, 3.107], [-1.565, -3.056, 5.019], [-2.025, -0.624, 4.825], [-1.602, 0.547, 2.703], [2.714, 3.289, 2.815], [1.436, 3.144, 2.142], [0.412, 4.085, 2.578], [0.890, 1.720, 2.782], [1.801, 3.697, 0.644], [5.547, 1.567, 0.943], [4.862, 0.288, 1.855], [3.546, 0.195, 1.577], [3.073, 1.124, 0.662], [4.029, 1.912, 0.256], [5.460, -0.320, 2.523], [2.843, -0.521, 1.993], [3.881, 2.732, -0.436], [1.102, -0.902, 0.027], [2.018, -0.797, -1.001], [3.070, -1.731, -1.045], [4.025, -1.705, -2.052], [3.992, -0.730, -3.046], [2.981, 0.223, -3.006], [2.013, 0.194, -2.011], [3.106, -2.486, -0.264], [4.812, -2.451, -2.057], [4.743, -0.707, -3.827], [2.943, 1.002, -3.762], [1.258, 0.965, -1.976]],
  "forces_ev_per_a": [[0.022, -1.457, -1.801], [0.202, 0.217, -0.131], [0.100, -0.156, 0.113], [-0.593, -0.645, 0.079], [0.300, 0.172, -0.035], [-0.090, 0.025, -0.030], [0.059, -0.082, 0.037], [0.008, 0.045, -0.007], [0.077, 0.073, 0.002], [-0.086, -0.074, 0.089], [-0.325, -0.331, -0.210], [0.134, 0.030, -0.179], [0.032, -0.067, -0.069], [-0.007, 0.071, 0.075], [0.028, 0.017, 0.090], [0.019, -0.037, 0.132], [-0.080, -0.077, 0.066], [-0.073, -0.033, -0.036], [-0.007, -0.070, 0.099], [-0.003, 0.088, -0.072], [0.029, 0.044, -0.064], [0.026, -0.068, -0.053], [0.001, -0.017, -0.055], [0.257, 0.227, 0.038], [-0.043, 0.004, 0.015], [0.041, -0.119, 0.018], [0.005, -0.016, -0.032], [0.063, 0.054, -0.016], [0.005, 0.108, -0.005], [0.006, 0.061, -0.109], [0.034, 0.071, 0.010], [-0.011, 0.027, 0.059], [0.008, -0.010, 0.056], [0.031, -0.051, -0.014], [-0.033, 0.034, 0.075], [-0.007, 0.090, -0.012], [0.034, 0.035, -0.040], [0.030, -0.023, -0.064], [-0.012, -0.057, 0.006], [-0.600, -0.057, -0.272], [0.443, 2.330, 1.847], [0.634, -0.413, -0.088], [-0.103, -0.016, 0.077], [0.130, -0.136, 0.104], [0.213, 0.067, -0.072], [0.188, -0.046, -0.012], [-0.453, 0.080, -0.155], [0.215, 0.244, 0.610], [-0.154, -0.299, 0.071], [-0.161, 0.133, -0.120], [0.113, 0.195, -0.132], [-0.041, -0.131, 0.180], [0.267, 0.120, -0.143], [-0.625, 0.013, -0.077], [0.054, -0.129, -0.098], [-0.095, 0.073, 0.083], [-0.017, -0.031, 0.092], [-0.118, 0.013, 0.084], [0.099, -0.249, 0.017], [0.024, 0.062, -0.078], [-0.012, -0.001, 0.017], [-0.026, -0.008, 0.033], [-0.013, -0.035, 0.074], [-0.145, 0.119, -0.067]],
  "lowdin_charge": [0.541, -0.067, -0.057, -0.089, -0.206, -0.065, -0.103, -0.089, -0.106, -0.197, 0.896, -0.303, -0.080, -0.094, -0.108, -0.088, -0.095, -0.322, -0.102, -0.097, -0.106, -0.080, -0.099, 0.014, 0.129, 0.103, 0.092, 0.096, 0.103, 0.086, 0.095, 0.092, 0.097, 0.099, 0.087, 0.094, 0.092, 0.101, 0.105, -0.352, 0.701, -0.357, -0.445, -0.475, 1.009, -0.388, -0.234, -0.078, -0.465, 0.065, 0.114, 0.088, -0.118, -0.404, -0.059, -0.111, -0.130, -0.108, -0.076, 0.102, 0.090, 0.084, 0.096, 0.081],
  "homo_ev": [-3.8182, -4.4398],
  "spin_multiplicity": 5,
  "charge": -1,
  "gap_ev": [6.36, 6.89],
  "lumo_energy_ha": [0.0933, 0.0901]
}